# 1
The following is a quantum chemistry calculation of a structure of composition C38H56BN10O5PbS at a distorted geometry, from OMol25.

Atoms and positions in Å:
Pb  0.7806  0.4088  -0.8891
S  4.0471  1.7196  -4.4865
O  4.6792  -0.2025  -1.9371
O  0.5524  2.8928  2.6154
O  0.1754  2.2415  0.4825
O  2.5948  -0.8480  -1.2817
O  5.7048  2.1170  2.6441
N  -0.8098  -0.1491  1.8628
N  2.7382  -0.6422  -4.3192
N  -1.4474  1.0349  -1.3140
N  2.5252  2.4427  -2.5863
N  2.1989  1.1335  -2.8780
N  -1.6971  -1.4574  -0.0805
N  2.5488  1.2534  0.2905
N  -0.5821  -1.4692  -0.8804
N  0.4161  -0.4637  1.3485
N  -2.1415  1.0238  -0.1244
C  5.4388  4.2022  -2.5245
C  3.0849  -1.9256  3.5977
C  -1.5403  -3.4431  -1.0582
C  -1.7797  0.0607  4.3011
C  2.4504  -2.6816  1.3050
C  1.2213  -0.8059  2.3686
C  4.6395  1.8787  1.8675
C  2.3240  2.0240  1.3362
C  -3.2286  0.3061  3.9072
C  -2.9588  1.6486  -4.4258
C  0.6514  -3.0096  -2.4038
C  -5.0958  1.4008  1.3565
C  3.3593  2.3575  2.1764
C  3.4725  2.8912  -3.3282
C  -3.2238  3.0999  1.9910
C  -1.7560  -1.0571  5.3533
C  -2.2938  -2.6653  -0.1912
C  -3.0331  -4.3326  1.4774
C  -4.0479  2.4174  0.8805
C  -0.4654  -2.6622  -1.4653
C  0.5272  -0.6144  3.5541
C  1.2605  -4.3636  -2.0387
C  -3.1136  2.4809  -1.4698
C  3.7189  -0.1750  -1.1958
C  -4.4622  -2.2989  1.2368
C  0.8839  2.4477  1.5340
C  3.7399  0.7848  -0.0270
C  -2.0553  1.9156  -2.1508
C  2.9141  0.6026  -3.8371
C  2.5701  -1.4661  2.2354
C  4.8467  1.0941  0.7274
C  -1.7770  2.1842  -3.6021
C  4.0663  4.2578  -3.2072
C  -0.7564  -0.2290  3.2157
C  0.1369  -3.0159  -3.8500
C  -0.4803  1.6119  -4.0997
C  -3.5115  -3.2385  0.5079
C  -3.1270  1.9330  -0.1999
B  -1.9834  -0.2009  0.8384
H  -4.7679  -1.4552  0.6168
H  -5.3579  -2.8585  1.5102
H  2.3931  -2.6433  4.0434
H  0.3428  2.0561  -3.5617
H  -3.8214  3.2224  2.8952
H  3.2086  -1.0889  4.2892
H  -1.7613  -4.4568  -1.3539
H  -2.3079  2.5577  2.2322
H  0.9059  -0.7451  4.5525
H  3.4295  -1.0152  -4.9459
H  -3.7854  3.2391  -1.8411
H  1.6432  -3.3349  1.6482
H  -2.9867  -0.3544  1.4305
H  -1.4078  0.9725  4.7785
H  4.1613  4.6971  -4.2020
H  -3.7718  0.6703  4.7806
H  -1.7459  3.2684  -3.7319
H  5.4620  2.6291  3.4242
H  -5.7274  1.8638  2.1161
H  1.5815  -4.3837  -0.9970
H  -3.7092  -0.6176  3.5811
H  3.3829  -3.2523  1.3107
H  -5.7346  1.1094  0.5194
H  4.0538  -2.4115  3.4799
H  -2.8307  1.9135  -5.4763
H  -3.0165  0.5602  -4.3440
H  0.9338  -3.2950  -4.5444
H  1.4178  -2.2440  -2.2863
H  -2.0261  -2.0134  4.8973
H  2.2523  -2.3837  0.2848
H  -0.3392  1.8341  -5.1592
H  -2.4490  -5.0983  0.9680
H  -2.4855  -0.8347  6.1338
H  3.3704  4.8635  -2.6296
H  -0.6697  -3.7430  -3.9568
H  -0.7859  -1.1700  5.8344
H  -4.0173  -1.9234  2.1558
H  -3.9063  2.0666  -4.0845
H  -0.4540  0.5206  -3.9781
H  5.8489  5.2045  -2.4080
H  3.1611  2.9679  3.0485
H  2.1291  -4.5724  -2.6662
H  5.3541  3.7379  -1.5403
H  -2.9128  4.0920  1.6600
H  3.2923  -0.7632  1.8196
H  6.1450  3.6111  -3.1110
H  -0.2500  -2.0357  -4.1424
H  5.8300  0.7279  0.4687
H  -4.6262  3.2057  0.3978
H  2.2825  -1.3012  -3.7078
H  -3.8905  -4.8151  1.9499
H  -2.4068  -3.8921  2.2584
H  -4.0814  -3.7226  -0.2883
H  -4.6624  0.4999  1.7770
H  -3.3168  1.0447  3.1242
H  0.5296  -5.1613  -2.1894

Output
Energy in eV: -82209.39657
Relative energy (zero: lowest compared OMol25 entry of this formula, charge and spin) in kJ/mol: 0.0
Maximum force in hartree/bohr: 0.0353
Charge: +1

=====

# 2
The following is a quantum chemistry calculation of a structure of composition C38H56BN10O5PbS, from OMol25.

Atoms and positions in Å:
Pb  -0.3306  0.7197  -0.2360
S  -1.8180  5.4848  -2.8988
O  -3.8452  3.7739  1.2329
O  -2.4654  2.0111  1.7593
O  -3.7674  -0.8504  -3.5739
O  -7.6502  1.2205  -0.8936
O  -2.1568  -0.8224  -2.0493
N  -0.9701  5.3072  -0.3101
N  1.6343  0.9526  1.0860
N  -2.0638  3.4973  -1.3273
N  -0.3343  -1.3282  0.9212
N  2.3385  -0.1397  1.4687
N  1.3465  -0.4703  -1.4917
N  2.2722  -1.2339  -0.8266
N  -3.5536  1.0594  -0.6571
N  -2.6231  3.1084  -2.5167
N  0.7834  -2.0862  1.0683
C  -3.2691  -0.5061  -2.4034
C  -2.5831  4.0131  -3.4298
C  4.4504  -2.4677  -1.4103
C  -2.7601  -1.4833  1.4493
C  1.3223  -5.4126  0.7563
C  5.4277  -1.7152  -0.5042
C  -1.6100  4.7114  -1.3670
C  -6.3154  1.1473  -0.8509
C  2.0047  1.9722  1.8573
C  3.2096  -1.6622  -1.7000
C  2.8820  -1.1617  -2.9430
C  -3.1559  3.8369  -4.8014
C  -3.2099  -1.2459  2.8929
C  0.1710  1.4993  -3.4332
C  4.1850  -3.8951  -0.9294
C  5.0968  -0.1339  4.0279
C  -4.2799  1.7998  0.0893
C  3.9918  -0.8169  3.2277
C  1.4245  -4.3815  1.8858
C  1.7175  -0.4177  -2.7714
C  3.1461  0.1851  2.4989
C  2.5219  4.3967  1.5896
C  -5.5631  0.3225  -1.7004
C  -4.1922  0.3199  -1.5691
C  0.1706  -0.6761  -4.7034
C  0.4556  -3.2640  1.6304
C  -3.7277  -2.4150  0.7184
C  -1.3661  -2.0250  1.4054
C  -3.3262  2.6755  1.2608
C  1.1679  -5.0351  3.2434
C  -5.6508  1.9436  0.0805
C  2.9670  1.5335  2.7661
C  -0.9121  -3.2615  1.8517
C  1.4195  3.3443  1.6984
C  3.1093  -1.6772  4.1386
C  -4.6765  3.6700  -4.7610
C  1.0118  0.3102  -3.8816
C  0.4652  3.6672  2.8524
B  2.1685  -1.4808  0.7017
H  1.8076  0.6881  -4.5289
H  1.0052  3.6788  3.8002
H  0.8508  3.3579  0.7601
H  2.0642  -6.2000  0.8913
H  0.0185  4.6547  2.7145
H  3.7088  -2.4429  4.6326
H  2.3160  -2.1676  3.5745
H  3.4696  2.1153  3.5185
H  3.4361  -1.2998  -3.8564
H  4.6769  0.5038  4.8075
H  -3.4092  -2.5919  -0.3093
H  -3.7787  -3.3841  1.2169
H  -0.7537  1.1851  -2.9485
H  -5.0678  3.5170  -5.7657
H  5.6170  -0.7121  -0.8882
H  3.1915  4.1852  0.7562
H  -6.1825  2.6179  0.7328
H  5.7176  -0.8855  4.5150
H  2.4333  -3.9678  1.8879
H  -1.1855  4.8829  0.5819
H  -8.0171  0.6485  -1.5776
H  -4.9429  2.8090  -4.1484
H  -0.9901  6.3139  -0.2874
H  2.6447  -1.0573  4.9077
H  3.4966  -4.4083  -1.6019
H  1.4816  -4.9492  -0.2176
H  4.9289  -2.5551  -2.3892
H  -2.7537  -0.5154  0.9449
H  2.0887  5.3860  1.4388
H  -6.0474  -0.3050  -2.4388
H  4.4574  -1.4736  2.4910
H  3.7656  -3.9180  0.0744
H  0.7892  -1.4832  -5.0949
H  5.1215  -4.4536  -0.9153
H  0.3318  -5.8708  0.7553
H  3.1154  4.4228  2.5044
H  3.0282  -2.2246  1.0400
H  -4.2095  -0.8078  2.9088
H  -0.3031  -0.1683  -5.5448
H  0.1759  -5.4874  3.2791
H  -1.4947  -4.0508  2.2945
H  1.2415  -4.3140  4.0574
H  5.7359  0.4765  3.3900
H  1.8990  -5.8251  3.4165
H  -4.7340  -1.9907  0.7139
H  0.7235  2.1605  -2.7587
H  5.0372  -1.6212  0.5065
H  -0.1145  2.0936  -4.3023
H  -0.3366  2.9328  2.9250
H  -2.6993  2.9506  -5.2470
H  -5.1545  4.5534  -4.3375
H  -2.8862  4.6897  -5.4245
H  -3.2419  -2.1834  3.4499
H  6.3774  -2.2484  -0.4533
H  -0.6045  -1.1149  -4.0741
H  -2.5305  -0.5642  3.4040

Output
Energy in eV: -82209.31429
Relative energy (zero: lowest compared OMol25 entry of this formula, charge and spin) in kJ/mol: 7.9
Maximum force in hartree/bohr: 0.0081
Charge: +1

=====

# 3
The following is a quantum chemistry calculation of a structure of composition C38H56FeN2O3PS3SeSi, from OMol25.

Atoms and positions in Å:
Se  -2.2968  1.5023  0.4632
Fe  -0.0746  1.2091  -0.4583
S  -1.2467  4.3045  -1.8304
S  0.8934  -0.4736  0.6356
S  -3.2580  5.1358  0.2226
P  -0.4351  0.2509  -2.7659
Si  0.5060  -1.7075  2.3036
O  1.1116  -3.1896  1.9860
O  1.3256  -1.0580  3.5629
O  -1.0772  -1.8323  2.6321
N  -0.9762  6.2398  -0.0052
N  -3.5777  -1.0238  -0.5376
C  -1.7105  5.2736  -0.5789
C  -0.7809  -3.7263  -2.0391
C  2.2309  -0.0356  -3.5561
C  0.9097  0.0169  -3.9759
C  -2.9697  1.3326  -3.1829
C  -1.9936  -2.9433  2.7021
C  0.9355  -0.1319  4.5850
C  -1.4678  6.8147  1.2383
C  -3.3089  -2.3559  3.1805
C  -0.3849  -2.3992  -2.0318
C  1.2706  2.6219  0.0825
C  -3.4316  3.1788  -4.6546
C  -1.4731  -3.9663  3.7025
C  2.9522  -0.5117  -5.7962
C  2.6718  -4.0951  3.5689
C  3.2527  -0.2996  -4.4616
C  2.2310  0.3055  5.2497
C  -3.8600  2.2521  -3.7146
C  -3.0680  -0.0828  -0.1024
C  2.4912  2.5720  -0.8259
C  1.6278  -0.4784  -6.2217
C  -2.2584  -1.8304  -3.4290
C  2.4249  -4.9910  1.2425
C  3.4716  -2.7476  1.6150
C  2.4313  -3.7426  2.1081
C  -2.1037  3.1924  -5.0555
C  -1.1242  -1.4422  -2.7259
C  -2.6585  -3.1602  -3.4232
C  -1.6399  1.3240  -3.6021
C  -2.9838  6.6510  1.1830
C  -1.9233  -4.1095  -2.7301
C  2.2688  3.2503  -2.1709
C  0.0254  -0.8329  5.5814
C  0.6122  -0.2238  -5.3176
C  0.2281  1.0581  3.9476
C  3.7094  3.1706  -0.1166
C  -2.1374  -3.5572  1.3158
C  -1.2090  2.2740  -4.5259
H  3.9176  2.6488  0.8181
H  3.4460  -1.8290  2.2036
H  -3.1816  -1.9085  4.1680
H  2.4718  0.1072  -2.5137
H  1.5394  2.3218  1.0940
H  -4.0684  -3.1370  3.2494
H  1.8904  -4.7665  3.9285
H  1.6555  -5.6838  1.5860
H  -2.1571  -4.8155  3.7521
H  1.3877  -0.6576  -7.2615
H  -2.8380  -1.1094  -3.9874
H  2.8673  0.8228  4.5306
H  -3.4576  7.4899  0.6755
H  -0.4914  -4.3362  3.4050
H  0.5035  -1.7399  5.9559
H  -0.1865  -0.1758  6.4268
H  -0.2038  -4.4572  -1.4873
H  4.2776  -0.3395  -4.1172
H  3.7444  -0.7124  -6.5055
H  -3.6580  -1.5948  2.4864
H  -1.1804  -3.9535  0.9715
H  -0.1706  2.3071  -4.8332
H  1.3883  2.8664  -2.6966
H  4.6040  3.1139  -0.7429
H  -4.1298  3.8953  -5.0668
H  -2.8602  -4.3750  1.3463
H  3.1335  3.1128  -2.8233
H  2.0289  0.9770  6.0857
H  2.2146  -4.7269  0.2049
H  -1.7560  3.9271  -5.7695
H  -3.5533  -3.4485  -3.9587
H  2.7713  -0.5649  5.6250
H  4.4672  -3.1868  1.7021
H  -1.3979  -3.5292  4.6992
H  0.7574  3.5852  0.0814
H  3.2914  -2.4865  0.5711
H  2.7324  1.5206  -1.0062
H  3.6360  -4.5930  3.6867
H  -0.0753  1.7723  4.7164
H  -0.0138  6.3260  -0.2937
H  -3.3139  0.6318  -2.4330
H  2.6666  -3.1945  4.1839
H  2.1073  4.3225  -2.0360
H  3.3926  -5.4937  1.2847
H  -2.4891  -2.8096  0.6014
H  -0.9187  -1.1046  5.1095
H  0.4930  -2.1084  -1.4681
H  3.5288  4.2234  0.1177
H  -1.0460  6.2856  2.0973
H  -0.4178  -0.2148  -5.6556
H  0.8928  1.5620  3.2435
H  -1.1871  7.8652  1.3021
H  -3.4154  6.5380  2.1741
H  -0.6644  0.7405  3.4043
H  -4.8884  2.2513  -3.3781
H  -2.2388  -5.1445  -2.7272

Output
Energy in eV: -198848.92072
Relative energy (zero: lowest compared OMol25 entry of this formula, charge and spin) in kJ/mol: 10.8
Maximum force in hartree/bohr: 0.0115
<S²>: 8.77
Charge: 0
2S+1: 6

=====

# 4
The following is a quantum chemistry calculation of a structure of composition C38H56MnN3O4S2Si4 at a distorted geometry, from OMol25.

Atoms and positions in Å:
Mn  0.0840  0.0077  -0.3041
S  0.9594  3.4445  1.2341
S  -0.9057  2.3476  -2.5402
Si  -1.5066  -3.2607  -1.8149
Si  2.2356  -3.0334  -1.5806
Si  0.5295  -1.0496  -4.2958
Si  0.2929  -1.7712  -2.0658
O  -1.7967  0.3945  -0.6744
O  -4.0921  1.5554  -1.5626
O  1.7662  -0.6370  0.4856
O  0.3197  1.6968  -1.9590
N  0.8883  1.9117  0.9119
N  -0.5210  -0.6038  1.5999
N  0.5423  -0.9458  2.4295
C  -1.5163  -3.8967  -0.0422
C  -3.2067  -2.5442  -2.1709
C  -5.2623  0.6902  0.3172
C  4.7412  4.1148  -0.0515
C  -4.0882  0.8209  -0.3916
C  -1.3131  -4.7370  -2.9711
C  -2.8652  0.2701  0.0780
C  1.9476  4.8187  3.4369
C  4.1299  -1.1565  1.8393
C  -0.2364  3.5500  -3.6834
C  0.9521  -2.4833  -5.4445
C  5.3106  -1.3069  3.9263
C  1.7683  2.5924  5.0909
C  -1.7077  -0.7757  2.0605
C  2.2290  3.7971  5.5936
C  2.5635  -4.5114  -2.7101
C  -1.0741  -0.3371  -4.9878
C  3.3127  5.7440  -1.1028
C  4.5664  5.1838  -0.9238
C  2.9170  -1.0838  3.9157
C  1.6556  -0.8853  1.7577
C  2.4037  4.1654  0.4523
C  1.4919  3.6029  2.9447
C  3.7293  -1.9034  -1.8189
C  3.6600  3.6034  0.6420
C  -4.1160  -0.4715  2.0506
C  4.1064  -1.2083  4.6122
C  -2.9030  -0.3461  1.3571
C  5.3201  -1.2836  2.5403
C  2.9232  -1.0560  2.5226
C  -5.2946  0.0254  1.5429
C  -4.1065  0.7428  -2.7274
C  2.1831  -3.8021  0.1416
C  2.3156  4.9116  4.7670
C  2.2211  5.2286  -0.4152
C  1.9261  0.2004  -4.4923
C  1.3885  2.4878  3.7590
C  -1.5154  3.4909  -1.3074
H  4.1232  -1.1317  0.7606
H  -1.7553  -1.1475  -5.2506
H  1.9726  -1.0132  4.4343
H  6.2559  -1.3647  2.0022
H  1.9365  0.9281  -3.6849
H  1.7788  1.4729  1.1485
H  -3.9368  -3.3523  -2.0862
H  3.7902  2.7719  1.3243
H  -1.2507  -4.4276  -4.0132
H  3.9429  -1.8051  -2.8845
H  -1.3940  -3.0844  0.6740
H  -1.6758  2.9045  -0.4081
H  -0.7958  4.2873  -1.1333
H  2.6606  -4.2444  -3.7584
H  2.8896  -0.3090  -4.5023
H  0.2383  -3.3015  -5.3745
H  3.1962  -3.9484  0.5210
H  3.1809  6.5780  -1.7776
H  3.5579  -0.9075  -1.4165
H  1.8258  0.7281  -5.4443
H  -6.1583  1.1285  -0.1044
H  -2.4606  -4.3986  0.1759
H  5.7219  3.6818  0.0858
H  -1.5952  0.3184  -4.2956
H  -2.4713  3.8789  -1.6531
H  1.6298  -3.2201  0.8729
H  2.6781  5.8515  5.1592
H  6.2387  -1.4042  4.4736
H  1.9439  -2.8844  -5.2512
H  -3.4836  -1.7668  -1.4618
H  -0.8643  0.2261  -5.8993
H  3.5085  -4.9588  -2.3938
H  0.5164  4.1447  -3.1672
H  1.0198  1.5540  3.3536
H  -6.2215  -0.0778  2.0872
H  -0.7083  -4.6059  0.1289
H  0.9409  -2.1152  -6.4730
H  -4.1080  1.4159  -3.5840
H  -3.2797  -2.1319  -3.1774
H  1.7984  -5.2812  -2.6304
H  2.5246  3.8725  6.6306
H  -1.8257  -1.2137  3.0525
H  1.7029  1.7247  5.7322
H  -1.0394  4.1737  -4.0684
H  4.0970  -1.2291  5.6937
H  0.2233  2.9921  -4.4950
H  -4.1046  -0.9569  3.0185
H  -5.0074  0.1208  -2.7479
H  1.2364  5.6570  -0.5457
H  -3.2221  0.1053  -2.7604
H  -0.4233  -5.3216  -2.7442
H  2.0309  5.6791  2.7856
H  4.6183  -2.3275  -1.3469
H  1.7140  -4.7851  0.0818
H  -2.1796  -5.3927  -2.8711
H  5.4146  5.5789  -1.4651

Output
Energy in eV: -137478.40885
Maximum force in hartree/bohr: 0.0227
<S²>: 6.39
Charge: 0
2S+1: 5